{"formula": "C36H90F4LiN2O32P6S4", "method": "the ωB97M-V functional and the def2-TZVPD basis", "species": ["H", "H", "C", "C", "H", "H", "H", "Li", "H", "H", "O", "O", "H", "S", "H", "O", "C", "H", "H", "H", "H", "C", "H", "O", "H", "P", "H", "H", "H", "C", "C", "C", "O", "O", "H", "H", "F", "S", "H", "H", "H", "O", "H", "C", "O", "F", "O", "C", "O", "H", "C", "H", "C", "H", "C", "H", "C", "H", "H", "H", "N", "H", "C", "H", "O", "H", "H", "C", "O", "C", "C", "C", "P", "O", "O", "C", "C", "H", "H", "C", "H", "H", "H", "O", "O", "H", "O", "O", "O", "C", "H", "H", "H", "C", "C", "C", "H", "O", "C", "O", "C", "C", "H", "H", "O", "H", "P", "O", "H", "F", "P", "H", "O", "C", "C", "O", "P", "C", "C", "H", "H", "H", "H", "H", "H", "H", "C", "C", "O", "H", "H", "H", "N", "H", "H", "H", "H", "C", "H", "H", "H", "H", "F", "O", "O", "H", "H", "H", "H", "H", "H", "S", "H", "H", "H", "H", "H", "O", "H", "H", "P", "O", "H", "H", "H", "H", "S", "O", "C", "O", "H", "H", "H", "H", "H"], "coordinates": [[0.96760, 0.85610, 5.07639], [-5.64105, -1.67557, -0.66504], [-5.10195, -7.79754, -1.09147], [4.23178, 1.85211, 6.70758], [-5.26195, -5.96026, -0.01500], [3.05174, 1.81632, -2.96212], [-0.97789, 3.59931, 0.36947], [-2.22392, -3.21802, 1.84788], [-0.14312, 3.72394, -1.56521], [-4.92587, -8.16059, -2.10404], [1.22432, 2.32680, 6.24638], [1.84356, -5.96903, -2.92624], [3.72282, -3.71658, 2.17567], [-3.81166, -1.55696, 4.04172], [3.39809, 0.93976, 8.52307], [5.45014, 4.75400, 2.23478], [0.34682, 1.67830, 5.43238], [0.50888, -2.66804, -5.86702], [3.16035, 1.39919, -5.39701], [1.54619, 1.20106, -3.31688], [3.96879, 2.15499, -0.52212], [-4.97703, 0.98837, -3.89184], [4.83742, 0.77514, 0.03048], [-2.51384, 1.25301, -7.20316], [-4.95062, 2.02193, -4.23702], [5.79652, 3.60027, 1.06564], [-1.76899, 5.74927, -5.27524], [-4.34399, 0.92880, -3.00650], [6.62617, -4.79386, -3.00345], [-0.11398, 2.50398, 4.26157], [3.59610, 1.89133, 8.02973], [0.57163, 5.29578, 7.57188], [2.46407, -5.33172, -0.49869], [7.13372, 2.76530, 1.58335], [4.43633, -5.17045, 0.07629], [1.64733, 5.35944, 7.40785], [-1.16914, -0.02627, 1.85849], [-0.48681, -0.70051, 0.50749], [-0.25522, -4.77090, -2.04013], [3.00679, 6.42909, -4.85389], [-0.44347, 3.52551, 4.45129], [-3.12922, -0.97291, -1.34211], [0.26073, -1.57895, -4.42022], [1.16947, 7.64879, -4.78651], [4.21575, -5.79028, -2.33030], [-2.75045, -3.21077, -0.84268], [1.63458, 5.89251, -3.39488], [0.64666, 3.74761, -0.81435], [-6.97902, -3.77328, -0.75923], [6.36785, 1.67640, 3.21602], [3.34409, -3.61119, 1.15903], [8.29158, 2.13291, 4.60413], [0.53006, -6.53130, -3.08209], [5.25350, -7.27816, -1.87373], [1.92988, 6.32406, -4.72216], [2.86590, 0.52830, 1.76639], [-6.53296, -1.57336, -1.28320], [-0.93054, 1.99237, 3.75207], [-6.02791, 0.86273, -3.63117], [-8.69643, -5.16931, 3.58457], [-1.60370, -1.98055, 0.46824], [0.59315, 2.56417, 3.43425], [2.82661, 1.15456, 0.87513], [6.72008, -5.23176, -1.36522], [-7.85263, -5.90493, 0.40283], [1.65744, 8.17058, -3.96328], [-3.31372, 4.77244, -5.50933], [3.43395, -5.01955, 0.47699], [2.70397, 2.98726, 8.30243], [0.01977, -0.58547, -6.13069], [3.64518, 5.84686, 3.55877], [-6.78943, -2.94331, -1.87613], [2.35399, 4.57050, -2.67597], [-3.07597, 0.16986, -4.79386], [1.58502, 3.32461, -3.34641], [-0.09378, 4.23373, 0.43239], [7.26232, 1.85621, 2.61962], [-7.31115, -1.27067, -0.58256], [-8.17638, -4.21713, 1.47004], [-8.42262, -5.91205, 2.83525], [-1.13032, -2.14687, -5.43559], [7.93085, 3.54308, 3.77415], [5.10410, 1.19878, 6.72600], [-5.64708, -1.84245, 1.86128], [-6.54000, -6.06992, -1.73284], [0.32001, 5.33390, 6.51200], [0.71215, 1.40040, 8.77851], [-3.01996, -0.38595, 3.79142], [2.87095, -7.84088, -1.30155], [2.43275, 2.14039, -5.06638], [-1.03782, 6.23233, 8.55931], [2.38351, 0.54509, 0.08754], [-1.48605, -5.87483, -2.84045], [4.14854, 1.55010, 0.36663], [8.22653, 2.51132, 3.58400], [-8.47777, -5.26462, 1.46927], [4.72118, 2.80104, 6.48823], [-2.14616, 2.47980, -4.96644], [-2.32250, 4.83520, -5.06027], [-0.52045, 0.50944, -0.33070], [6.67108, -5.67303, -2.36069], [5.37737, -6.46501, -2.58896], [-9.03741, -6.81079, 2.78626], [-7.47169, -6.41950, 2.99741], [3.86809, 4.63497, -2.67407], [-0.50683, 3.59117, -4.93035], [2.82814, -6.37042, -1.68575], [0.82578, -1.09121, 0.97448], [-0.46559, -4.69222, -3.77301], [-3.00794, -2.19467, 5.28577], [-7.72935, -5.18844, -1.04412], [4.44460, 2.28775, 8.58740], [0.26448, 3.99560, 8.18664], [-4.46971, 0.13050, -4.98678], [-0.07696, -1.86731, -5.41567], [-0.58589, 0.48572, -5.51439], [1.13791, 2.59347, 7.95841], [2.16907, 2.06420, -3.55164], [-5.33423, -6.33560, -1.03579], [1.58325, 5.59293, -5.45250], [-9.54248, -5.15660, 1.26235], [1.35401, 8.10745, -5.75794], [7.59896, 0.90434, 2.20885], [4.45668, 5.75877, 4.28114], [2.82848, 5.15744, 3.77274], [3.52109, 1.61500, 5.91586], [-0.52738, -5.36150, -2.91491], [4.30848, 5.62183, 2.16802], [-5.07031, -1.31524, 4.70830], [-2.56784, 4.92806, -4.00231], [-4.74416, 0.07876, -6.04040], [0.96517, 2.70521, -0.82118], [-3.57935, -2.91613, 3.29112], [4.47602, 6.57936, 1.67490], [-0.50946, 1.26997, 5.96918], [-6.01831, -8.27085, -0.73883], [0.36892, 4.18787, 1.41824], [-1.46157, 3.60612, -5.45602], [-1.18746, 3.64960, -6.51010], [-0.40017, 5.27098, 0.29692], [3.24334, -5.72325, 1.28728], [4.09010, -2.95963, 0.70403], [-4.66951, -3.89616, 1.34148], [-9.01866, -5.09398, -1.80657], [1.67474, 4.59513, -1.14403], [-0.32016, -0.74160, -7.15449], [0.08426, 7.57536, -4.71562], [2.32694, -3.22108, 1.12285], [-6.32233, -0.80405, -2.02608], [5.21644, -6.85867, -3.59257], [1.09336, -0.40383, -6.18089], [-1.97866, -1.78540, -0.96644], [0.54307, -7.27778, -2.28792], [-4.80598, -0.85179, -4.65495], [3.30998, 6.88385, 3.57903], [7.66164, -6.10351, -2.50754], [3.03725, 2.97439, -5.42293], [4.63906, 2.49996, 1.35965], [-7.67183, -2.93507, -2.51599], [0.53070, -7.04658, -4.04260], [-2.14579, 1.12156, -5.75760], [5.83269, 4.28987, -0.24213], [1.51406, 2.11196, -5.65231], [9.25353, 2.42937, 3.22811], [2.12496, 1.98855, 0.85841], [0.43634, 6.23279, 9.44928], [-5.17363, -2.98835, 2.57967], [-0.90738, -1.97086, -1.94928], [0.04102, 6.33004, 8.43816], [-6.02542, -3.98462, 3.21554], [-4.52312, -5.79721, -1.52603], [3.61692, 5.22609, 1.42423], [0.16085, 7.37512, 8.15263], [-4.32637, -8.15361, -0.41339], [-5.87069, -3.15517, -2.42307]], "homo_energy_ev": -8.6714, "relative_energy_kj_mol": 676.46, "total_charge": -1, "homo_lumo_gap_ev": 9.9531, "total_energy_ha": -7991.2130}